# 1
Formula: C29H38CoN3O5SSi2
Source: the OMol25 dataset
Level of theory: ωB97M-V/def2-TZVPD

```
79
Properties=species:S:1:pos:R:3:lowdin_charge:R:1
Co 0.082 -0.764 -0.052 -0.003
C -2.234 -3.313 0.268 -0.214
Si -0.755 -2.500 1.135 0.537
C -1.452 -2.031 2.857 -0.216
C 0.473 -3.883 1.572 -0.301
C 0.194 -5.036 2.310 -0.110
C 1.187 -5.967 2.578 -0.115
C 2.479 -5.757 2.103 -0.114
C 2.767 -4.619 1.362 -0.109
C 1.777 -3.670 1.092 -0.303
Si 1.954 -2.124 -0.005 0.522
C 2.241 -2.890 -1.720 -0.210
C 3.668 -1.395 0.448 -0.215
H -2.623 -4.169 0.831 0.015
H -1.948 -3.660 -0.727 0.023
H -3.043 -2.589 0.135 0.016
H -1.692 -2.947 3.406 0.017
H -2.373 -1.443 2.787 0.014
H -0.733 -1.471 3.463 0.015
H -0.812 -5.212 2.683 0.092
H 0.962 -6.858 3.154 0.089
H 3.255 -6.487 2.309 0.089
H 3.776 -4.475 0.986 0.088
H 3.129 -3.533 -1.702 0.022
H 2.378 -2.121 -2.479 -0.005
H 1.386 -3.511 -2.002 0.024
H 4.380 -2.211 0.618 0.013
H 3.672 -0.782 1.356 0.003
H 4.051 -0.792 -0.379 0.003
O -3.173 -0.320 -2.663 0.026
C -2.567 0.232 -1.748 -0.625
O -1.503 -0.168 -1.186 -0.117
C -3.176 1.548 -1.244 -0.094
C -2.505 2.410 -0.386 -0.048
C -3.083 3.600 0.043 -0.055
C -4.353 3.944 -0.383 -0.012
C -5.009 3.081 -1.247 -0.137
C -4.445 1.899 -1.688 0.070
N -6.358 3.448 -1.710 -0.355
O -6.917 2.701 -2.487 0.079
O -6.840 4.485 -1.289 0.055
H -1.508 2.140 -0.068 0.087
H -2.542 4.259 0.709 0.106
H -4.837 4.857 -0.069 0.113
H -4.964 1.241 -2.369 0.129
C 4.678 1.907 -1.483 -0.109
C 3.390 2.675 -1.198 -0.274
C 2.366 1.870 -0.397 -0.329
S 1.353 0.750 -1.411 0.880
O 2.274 0.179 -2.428 -0.490
C 0.386 2.044 -2.293 -0.291
C 0.486 1.869 -3.804 -0.283
C -0.347 0.713 -4.340 -0.090
H 5.367 2.516 -2.072 0.069
H 4.463 0.993 -2.032 0.058
H 5.181 1.638 -0.552 0.074
H 2.948 3.016 -2.138 0.097
H 3.626 3.576 -0.625 0.106
H 1.651 2.508 0.129 0.088
H 2.865 1.240 0.338 0.056
H 0.760 3.021 -1.987 0.085
H -0.636 1.934 -1.949 0.046
H 1.536 1.722 -4.063 0.094
H 0.166 2.809 -4.263 0.108
H -0.059 -0.232 -3.878 0.079
H -0.214 0.615 -5.419 0.073
H -1.410 0.854 -4.145 0.066
N -0.653 3.423 6.134 0.157
C -0.528 2.798 5.178 -0.174
C -0.364 2.017 3.981 -0.220
C -1.461 1.666 3.206 0.010
C -1.249 0.920 2.061 -0.145
N -0.040 0.531 1.649 0.017
C 1.005 0.849 2.419 -0.105
C 0.896 1.587 3.583 0.008
H -2.462 1.959 3.492 0.127
H -2.075 0.602 1.440 0.115
H 1.959 0.459 2.093 0.091
H 1.772 1.818 4.172 0.122
```

LUMO level (spin up / spin down), Eh: 0.0513 / 0.0517
Max |F|, eV/A: 0.923
E_HOMO (spin up / spin down), eV: -5.0 / -4.5
⟨S²⟩: 0.8709
Total charge: -1
M, g/mol: 655.811
HOMO-LUMO gap (spin up / spin down), eV: 6.36 / 5.86
2S+1: 2



# 2
Formula: C35H65N3O9
Source: the OMol25 dataset
Level of theory: ωB97M-V/def2-TZVPD

```
112
Properties=species:S:1:pos:R:3:lowdin_charge:R:1
C -1.701 -4.078 -3.687 -0.076
C -2.006 -3.444 -2.450 -0.148
C -0.932 -3.241 -1.655 -0.122
N 0.140 -3.792 -2.335 0.023
C -0.294 -4.354 -3.508 -0.145
H -2.272 -4.252 -4.587 0.085
H -3.005 -3.068 -2.291 0.090
H -0.757 -2.760 -0.704 0.098
H 1.092 -3.578 -2.078 0.120
H 0.381 -4.894 -4.156 0.104
C 1.937 -5.621 1.017 -0.130
C 2.542 -4.936 -0.045 -0.109
C 2.705 -3.534 0.333 -0.113
N 2.164 -3.456 1.580 0.017
C 1.700 -4.706 1.968 -0.166
H 1.825 -6.695 1.006 0.101
H 2.843 -5.342 -0.999 0.080
H 3.008 -2.637 -0.188 0.085
H 2.123 -2.603 2.119 0.132
H 1.328 -4.935 2.955 0.109
C 1.956 -0.861 -4.118 -0.042
N 1.130 -1.764 -4.976 0.035
C 1.344 -2.004 -6.229 -0.570
C 0.224 -2.872 -6.886 0.010
O 2.324 -1.643 -6.896 0.007
H 2.832 -0.660 -4.734 0.072
H 2.403 -1.347 -3.251 0.072
H 1.510 0.109 -3.897 0.070
H 0.291 -2.068 -4.503 0.108
H -0.553 -3.123 -6.163 0.043
H 0.708 -3.777 -7.253 0.080
H -0.176 -2.314 -7.733 0.078
C -3.664 1.591 -0.084 -0.031
C -4.864 1.210 0.791 -0.404
C -5.446 -0.221 0.619 -0.040
O -5.318 1.910 1.725 0.016
H -3.763 1.143 -1.072 0.062
H -2.834 1.125 0.446 0.065
H -3.460 2.662 -0.114 0.077
H -5.180 -0.768 -0.285 0.064
H -6.533 -0.227 0.537 0.074
H -5.193 -0.823 1.492 0.067
C 0.795 0.454 1.249 -0.022
C 0.917 0.193 -0.236 -0.431
C 0.436 1.217 -1.222 -0.003
O 1.353 -0.862 -0.702 0.017
H 1.063 -0.350 1.935 0.047
H -0.229 0.710 1.518 0.075
H 1.160 1.440 1.536 0.072
H 0.292 0.750 -2.196 0.070
H 1.257 1.922 -1.354 0.072
H -0.522 1.710 -1.055 0.076
C -0.977 -2.350 2.332 -0.001
C -2.347 -2.349 1.687 -0.499
C -3.142 -3.677 1.715 -0.003
O -2.769 -1.412 1.141 0.090
H -0.181 -1.881 1.753 0.044
H -0.714 -3.400 2.459 0.069
H -1.087 -1.804 3.269 0.067
H -4.198 -3.571 1.465 0.072
H -3.158 -4.221 2.659 0.079
H -2.795 -4.290 0.883 0.079
C 0.780 3.565 3.416 -0.015
C -0.291 3.877 2.324 -0.414
C -0.336 5.302 1.713 -0.019
O -1.048 3.051 1.831 0.046
H 0.814 4.240 4.271 0.083
H 1.812 3.642 3.074 0.077
H 0.620 2.542 3.756 0.042
H -0.915 5.956 2.365 0.082
H -0.824 5.260 0.740 0.077
H 0.624 5.772 1.497 0.073
C -1.033 0.549 4.900 -0.037
C -1.084 -0.506 5.906 -0.454
C -1.222 -0.026 7.409 -0.017
O -1.299 -1.677 5.639 0.056
H -0.891 1.501 5.413 0.076
H -1.924 0.629 4.277 0.110
H -0.136 0.480 4.284 0.055
H -0.453 0.705 7.657 0.063
H -0.853 -0.821 8.056 0.069
H -2.229 0.246 7.726 0.085
C 4.045 1.366 -2.544 -0.011
C 3.763 2.839 -2.930 -0.446
C 4.986 3.769 -3.153 -0.021
O 2.644 3.291 -3.091 0.054
H 4.676 1.064 -1.707 0.082
H 4.495 0.868 -3.402 0.086
H 3.051 0.972 -2.334 0.036
H 5.397 3.453 -4.112 0.083
H 5.770 3.820 -2.397 0.075
H 4.541 4.763 -3.208 0.074
C -3.167 2.483 -3.311 -0.018
C -4.089 3.726 -3.297 -0.496
C -4.169 4.608 -4.499 -0.017
O -4.661 4.019 -2.279 0.065
H -3.740 1.628 -3.670 0.092
H -2.690 2.374 -2.337 0.046
H -2.440 2.606 -4.115 0.070
H -5.174 4.963 -4.728 0.092
H -3.651 3.986 -5.229 0.071
H -3.552 5.456 -4.204 0.096
C 4.326 1.047 3.010 -0.012
C 3.288 0.862 4.108 -0.488
C 3.576 1.599 5.387 -0.013
O 2.291 0.169 3.960 0.033
H 3.950 0.859 2.004 0.078
H 5.083 0.275 3.151 0.090
H 4.890 1.959 3.204 0.081
H 4.601 1.410 5.708 0.095
H 2.744 1.233 5.988 0.085
H 3.393 2.662 5.229 0.084
```

LUMO level, Eh: -0.0004
Max |F|, eV/A: 5.113
E_HOMO, eV: -8.1
M, g/mol: 671.917
SMILES string: c1cc[nH]c1.c1cc[nH]c1.CNC(C)=O.CC(C)=O.CC(C)=O.CC(C)=O.CC(C)=O.CC(C)=O.CC(C)=O.CC(C)=O.CC(C)=O
HOMO-LUMO gap, eV: 8.05



# 3
Formula: C24H60F8K3N4O32P4S8
Source: the OMol25 dataset
Level of theory: ωB97M-V/def2-TZVPD

```
143
Properties=species:S:1:pos:R:3:lowdin_charge:R:1
K 15.326 -9.762 -7.361 0.884
K 10.557 -8.717 -10.994 0.850
K 15.925 -13.287 -8.413 0.820
N 14.711 -15.659 -6.991 -0.290
S 14.308 -15.069 -5.592 0.410
O 15.353 -14.438 -4.828 -0.303
O 13.204 -15.804 -5.020 -0.260
F 13.554 -13.811 -6.221 -0.230
S 15.786 -16.799 -6.300 0.537
O 15.404 -17.581 -5.151 -0.268
O 17.180 -16.469 -6.401 -0.298
F 15.482 -17.793 -7.514 -0.199
N 13.563 -9.491 -15.455 -0.265
S 12.826 -10.832 -15.138 0.463
O 11.761 -10.750 -14.160 -0.308
O 13.627 -12.046 -15.181 -0.301
F 12.045 -10.968 -16.560 -0.219
S 14.184 -9.238 -13.928 0.535
O 14.964 -10.250 -13.281 -0.295
O 13.451 -8.274 -13.143 -0.297
F 15.402 -8.366 -14.520 -0.220
N 13.780 -11.431 -8.930 -0.393
S 13.669 -11.673 -10.476 0.420
O 12.903 -10.767 -11.295 -0.282
O 13.713 -13.094 -10.718 -0.272
F 15.192 -11.296 -10.866 -0.218
S 12.105 -11.879 -8.697 0.580
O 11.762 -13.230 -8.407 -0.197
O 11.127 -11.039 -9.334 -0.305
F 12.159 -11.328 -7.173 -0.209
N 10.860 -7.246 -8.713 -0.318
S 10.191 -7.728 -7.345 0.477
O 9.804 -6.769 -6.326 -0.258
O 10.372 -9.120 -7.062 -0.263
F 8.697 -7.781 -8.046 -0.235
S 12.318 -7.013 -7.950 0.514
O 13.161 -8.203 -7.895 -0.395
O 12.438 -5.985 -6.967 -0.236
F 13.069 -6.329 -9.180 -0.190
C 7.494 -9.641 -4.729 -0.065
C 8.010 -10.902 -4.083 -0.286
O 8.946 -11.565 -4.927 -0.168
P 9.889 -12.717 -4.268 0.467
O 10.354 -13.775 -5.150 -0.184
O 11.010 -11.813 -3.533 -0.192
C 12.375 -11.696 -3.964 -0.240
C 12.663 -10.205 -3.958 -0.057
O 8.972 -13.190 -3.030 -0.187
C 9.358 -14.212 -2.167 -0.278
C 10.186 -13.774 -0.921 -0.073
H 8.285 -8.970 -5.070 0.067
H 6.872 -9.693 -5.634 0.066
H 6.729 -9.193 -4.088 0.080
H 8.404 -10.641 -3.099 0.117
H 7.189 -11.608 -3.925 0.116
H 13.005 -12.245 -3.263 0.124
H 12.487 -12.151 -4.946 0.076
H 11.980 -9.547 -4.494 0.077
H 12.690 -9.830 -2.932 0.077
H 13.661 -9.994 -4.363 0.061
H 8.555 -14.846 -1.798 0.117
H 10.168 -14.791 -2.629 0.114
H 11.160 -13.437 -1.279 0.060
H 9.740 -12.913 -0.420 0.073
H 10.335 -14.682 -0.340 0.075
C 4.707 -8.516 -14.613 -0.074
C 4.375 -9.416 -13.444 -0.286
O 5.425 -9.218 -12.497 -0.168
P 5.495 -10.196 -11.226 0.438
O 6.058 -11.571 -11.382 -0.240
O 6.301 -9.272 -10.174 -0.183
C 6.529 -9.790 -8.868 -0.288
C 7.795 -10.599 -8.682 -0.044
O 4.012 -10.223 -10.693 -0.194
C 3.351 -11.364 -10.093 -0.242
C 2.370 -11.837 -11.123 -0.092
H 5.650 -8.893 -15.026 0.081
H 4.034 -8.755 -15.440 0.079
H 4.889 -7.467 -14.402 0.080
H 3.398 -9.177 -13.014 0.111
H 4.281 -10.453 -13.777 0.124
H 6.401 -8.906 -8.233 0.112
H 5.613 -10.279 -8.499 0.113
H 7.629 -11.659 -8.852 0.091
H 8.536 -10.251 -9.405 0.051
H 8.221 -10.330 -7.718 0.055
H 4.115 -12.141 -10.055 0.108
H 2.783 -11.235 -9.174 0.121
H 2.868 -12.444 -11.880 0.082
H 1.464 -12.322 -10.749 0.076
H 1.893 -11.002 -11.647 0.075
C 22.218 -6.653 -10.498 -0.081
C 21.223 -7.420 -9.653 -0.256
O 20.457 -8.262 -10.517 -0.176
P 20.973 -9.626 -11.132 0.476
O 21.986 -9.488 -12.213 -0.236
O 21.486 -10.424 -9.793 -0.176
C 22.854 -10.691 -9.714 -0.345
C 23.138 -11.759 -8.685 -0.079
O 19.746 -10.612 -11.502 -0.163
C 18.989 -10.324 -12.670 -0.271
C 18.011 -11.416 -13.128 -0.071
H 21.662 -6.145 -11.290 0.086
H 22.772 -5.914 -9.920 0.080
H 22.867 -7.331 -11.055 0.066
H 21.723 -8.036 -8.905 0.109
H 20.660 -6.631 -9.153 0.118
H 23.341 -11.079 -10.619 0.116
H 23.508 -9.818 -9.573 0.118
H 22.882 -11.427 -7.677 0.074
H 22.502 -12.625 -8.894 0.080
H 24.128 -12.207 -8.760 0.078
H 18.407 -9.408 -12.557 0.123
H 19.620 -10.231 -13.558 0.117
H 17.445 -10.991 -13.957 0.083
H 18.444 -12.364 -13.444 0.074
H 17.246 -11.616 -12.375 0.051
C 14.021 -20.076 -12.596 -0.078
C 12.731 -19.231 -12.650 -0.256
O 12.933 -18.028 -13.403 -0.179
P 13.456 -16.704 -12.651 0.423
O 13.081 -16.676 -11.229 -0.221
O 15.030 -16.762 -12.958 -0.167
C 15.800 -15.647 -12.540 -0.270
C 15.652 -14.362 -13.349 -0.063
O 12.927 -15.476 -13.506 -0.164
C 11.597 -15.007 -13.638 -0.259
C 11.186 -14.835 -15.099 -0.062
H 14.108 -20.802 -13.409 0.065
H 14.908 -19.460 -12.472 0.069
H 13.920 -20.812 -11.790 0.072
H 12.079 -19.866 -13.243 0.111
H 12.440 -19.083 -11.615 0.107
H 15.700 -15.459 -11.464 0.108
H 16.835 -15.997 -12.582 0.115
H 14.887 -13.639 -13.085 0.061
H 16.612 -13.831 -13.324 0.053
H 15.694 -14.540 -14.427 0.093
H 10.779 -15.573 -13.186 0.123
H 11.553 -14.015 -13.187 0.119
H 11.910 -14.163 -15.560 0.065
H 11.109 -15.793 -15.609 0.073
H 10.199 -14.376 -15.029 0.081
```

LUMO level, Eh: -0.0058
Max |F|, eV/A: 8.300
E_HOMO, eV: -7.5
Total charge: -1
M, g/mol: 1566.450
HOMO-LUMO gap, eV: 7.35